Entry 1:
{
  "formula": "C16H19Cl2N3O2STi",
  "method": "the ωB97M-V functional and the def2-TZVPD basis",
  "total_charge": 2,
  "fmax_ev_per_a": 0.91,
  "e_lumo_ev": -7.614,
  "elements": ["Ti", "Cl", "Cl", "S", "O", "O", "N", "N", "N", "C", "C", "C", "C", "C", "C", "C", "C", "C", "C", "C", "C", "C", "C", "C", "C", "H", "H", "H", "H", "H", "H", "H", "H", "H", "H", "H", "H", "H", "H", "H", "H", "H", "H", "H"],
  "positions_angstrom": [[-0.13968, -0.02049, 0.57539], [6.62205, 2.52044, -0.32220], [3.19132, -1.03264, -2.45778], [-0.36842, -0.50884, 2.82818], [1.28192, 0.14376, -0.54624], [0.58193, 1.78414, 1.30783], [-1.47651, 1.44044, -0.38053], [-1.30753, -1.38009, -0.71972], [0.73509, -1.93439, 1.03109], [3.52597, 0.22651, -1.32650], [1.04513, -2.93099, 3.17545], [-2.89334, 1.55773, 0.11661], [2.78735, 1.71289, 0.41817], [1.78659, -3.93649, 2.57433], [2.51420, 0.66867, -0.47881], [1.48513, -2.88669, 0.45397], [4.78027, 0.79953, -1.26599], [4.06064, 2.30350, 0.46524], [2.01783, -3.91365, 1.19950], [5.05103, 1.83788, -0.36678], [-3.35860, 0.25421, 0.74092], [-3.70301, -0.85658, -0.25103], [0.53493, -1.94554, 2.35298], [1.74066, 2.24622, 1.22724], [-2.65504, -1.11687, -1.31870], [2.60694, -4.68005, 0.71738], [1.65412, -2.80338, -0.61265], [-1.02166, 2.34243, -0.26357], [-1.47188, 1.27734, -1.38409], [1.95408, 3.14834, 1.80718], [-3.54079, 1.87315, -0.70187], [-4.63623, -0.61561, -0.76307], [-2.94372, -1.97980, -1.91827], [-2.56339, -0.28110, -2.01179], [2.19848, -4.73509, 3.17751], [-4.23910, 0.44583, 1.35307], [4.26124, 3.11639, 1.15166], [5.56354, 0.44826, -1.92508], [-0.64634, -1.57356, -1.47409], [-2.90307, 2.34828, 0.86415], [0.87074, -2.90378, 4.24166], [-2.57083, -0.08005, 1.42714], [-3.89168, -1.77980, 0.30256], [-1.36516, -2.25703, -0.20323]],
  "lowdin_charge": [0.979, 0.778, 0.781, 0.812, -0.187, -0.138, -0.025, -0.017, -0.110, -0.555, -0.028, -0.166, -0.112, 0.006, -0.287, -0.083, -0.053, -0.010, -0.009, -0.637, -0.194, -0.164, -0.658, -0.068, -0.191, 0.128, 0.105, 0.110, 0.106, 0.167, 0.139, 0.134, 0.136, 0.115, 0.134, 0.137, 0.136, 0.130, 0.118, 0.134, 0.130, 0.033, 0.129, 0.116]
}



Entry 2:
{
  "formula": "C17H34INO3",
  "method": "the ωB97M-V functional and the def2-TZVPD basis",
  "total_charge": 0,
  "fmax_ev_per_a": 8.94,
  "smiles": "O=C1C[C@H](CCCI)[C@@H](CCCCO)O1.CCN(CC)CC",
  "e_lumo_ev": 0.071,
  "elements": ["I", "O", "O", "O", "N", "C", "C", "C", "C", "C", "C", "C", "C", "C", "C", "C", "C", "C", "C", "C", "C", "C", "H", "H", "H", "H", "H", "H", "H", "H", "H", "H", "H", "H", "H", "H", "H", "H", "H", "H", "H", "H", "H", "H", "H", "H", "H", "H", "H", "H", "H", "H", "H", "H", "H", "H"],
  "positions_angstrom": [[3.14010, -6.28182, -0.71951], [2.27588, -0.09205, 2.82964], [-0.93594, -2.11511, 0.94889], [1.72286, -0.08781, 0.31885], [-3.57653, 3.30678, 2.05048], [-4.17375, 5.31605, 0.66395], [-1.13948, -1.66256, -0.43673], [-1.90042, 1.43697, 1.54220], [2.60218, -0.44867, -0.80374], [4.95137, -3.72085, -1.26155], [4.10185, -0.82191, 1.13663], [0.09542, -2.30209, -1.36033], [-4.86159, 2.63586, 1.84478], [4.87315, -2.06112, -1.29813], [2.57002, -0.29172, 1.54081], [2.00786, -0.54826, -2.32771], [3.62327, -4.45063, -1.88798], [3.66875, -1.60765, -0.27491], [-2.49216, 2.44215, 2.52829], [0.48802, -1.14547, -2.45001], [-3.15098, 4.23236, 0.99455], [-5.01883, 1.78055, 0.59234], [4.71119, -1.69301, -2.39854], [0.41803, -1.66060, -3.52448], [-0.95912, 1.04367, 1.94031], [5.89500, -1.66269, -0.88932], [-1.68000, 1.88672, 0.57004], [-0.36783, -3.24692, -1.92410], [4.69924, -1.43859, 1.93803], [-6.08225, 1.60382, 0.39864], [2.66590, -3.75495, -1.89729], [-4.43385, 5.90080, 1.55328], [-2.89293, 3.70007, 0.07210], [5.00777, -4.00762, -0.10650], [-4.60202, 2.25563, -0.29893], [-2.56312, 0.58244, 1.39343], [-2.82717, 1.90077, 3.42280], [-2.24104, 4.74711, 1.32299], [1.95747, 0.57229, -2.73619], [-5.65104, 3.39712, 1.83913], [-1.09956, -3.10402, 0.93826], [-5.09578, 2.01944, 2.72315], [-0.28015, -0.23932, -2.50080], [-4.55368, 0.79993, 0.71409], [-0.95757, -0.48309, -0.43840], [3.32643, 0.49907, -0.84767], [0.98307, -2.71665, -0.72174], [2.70577, -1.12265, -3.08539], [-5.09143, 4.89824, 0.23931], [5.96244, -4.08574, -1.76883], [-3.75700, 6.00350, -0.07928], [3.19809, -2.60617, 0.17965], [-2.20370, -1.89236, -0.86952], [-1.67662, 3.08583, 2.88388], [4.75395, 0.10356, 0.78912], [3.86046, -4.79866, -3.00203]],
  "lowdin_charge": [0.628, -0.013, -0.139, -0.045, -0.191, -0.096, -0.237, -0.095, -0.260, -0.307, -0.047, -0.171, -0.251, -0.157, -0.204, -0.128, -0.629, -0.237, -0.245, -0.207, -0.272, -0.092, 0.108, 0.113, 0.074, 0.118, 0.066, 0.118, 0.138, 0.072, 0.042, 0.079, 0.093, 0.089, 0.067, 0.053, 0.114, 0.116, 0.127, 0.099, 0.104, 0.115, 0.121, 0.054, 0.109, 0.155, 0.098, 0.112, 0.062, 0.122, 0.071, 0.143, 0.129, 0.110, 0.132, 0.070]
}



Entry 3:
{
  "formula": "C16H7FN2O5",
  "method": "the ωB97M-V functional and the def2-TZVPD basis",
  "e_above_lowest_kj_mol": 0.0,
  "total_charge": -2,
  "fmax_ev_per_a": 1.59,
  "e_lumo_ev": 3.391,
  "elements": ["F", "O", "O", "O", "O", "O", "N", "N", "C", "C", "C", "C", "C", "C", "C", "C", "C", "C", "C", "C", "C", "C", "C", "C", "H", "H", "H", "H", "H", "H", "H"],
  "positions_angstrom": [[-2.68224, -1.31588, 1.81958], [3.42141, -1.97393, 3.21781], [4.45556, -3.61082, 4.29246], [5.48412, -2.58402, 2.58456], [2.49314, -2.54431, -0.49184], [-0.75487, -3.67653, 2.42723], [1.29928, -3.12734, 1.44907], [-0.75239, 4.02385, -3.25300], [1.59347, -2.36115, 0.27443], [-1.87181, 3.44430, -2.82030], [-0.08136, -2.96110, 1.73653], [0.35889, 3.42958, -2.80862], [-1.66652, -0.97631, 1.02460], [0.49618, -1.34919, 0.13835], [-3.02232, 0.89967, 0.41281], [-0.52121, -1.73561, 0.99784], [0.40597, 2.34329, -1.96203], [0.39940, -0.23876, -0.66088], [4.48573, -2.73649, 3.35025], [-0.74254, 0.56517, -0.62804], [-1.80500, 0.16982, 0.24298], [-4.08444, 1.45997, 0.49699], [-0.77765, 1.74397, -1.51160], [-1.94535, 2.34035, -1.99453], [1.36804, 1.97406, -1.64497], [1.21569, -0.00138, -1.32447], [-5.02431, 1.94474, 0.57486], [1.29615, 3.85362, -3.15041], [-2.80049, 3.89226, -3.15776], [1.89921, -2.66975, 2.19162], [-2.91069, 1.94247, -1.73617]],
  "lowdin_charge": [0.107, -0.203, -0.181, -0.158, 0.130, 0.110, 0.162, 0.038, -0.379, -0.171, -0.377, -0.166, -0.166, -0.063, -0.097, -0.007, -0.022, 0.048, -1.006, -0.095, -0.104, 0.117, -0.145, -0.023, 0.106, 0.118, 0.019, 0.097, 0.094, 0.134, 0.082]
}



Entry 4:
{
  "formula": "C17H29HfN2O4P2",
  "method": "the ωB97M-V functional and the def2-TZVPD basis",
  "total_charge": 1,
  "fmax_ev_per_a": 3.07,
  "e_lumo_ev": -4.277,
  "elements": ["Hf", "P", "P", "O", "O", "O", "O", "N", "N", "C", "C", "C", "C", "C", "C", "C", "C", "C", "C", "C", "C", "C", "C", "C", "C", "C", "H", "H", "H", "H", "H", "H", "H", "H", "H", "H", "H", "H", "H", "H", "H", "H", "H", "H", "H", "H", "H", "H", "H", "H", "H", "H", "H", "H", "H"],
  "positions_angstrom": [[0.55924, 0.39697, 0.37215], [0.78557, -1.43708, 2.23335], [0.10453, 1.08199, -2.10044], [-2.69707, -0.98410, -2.85880], [2.21117, 1.57658, 0.83164], [3.96301, 0.38850, 0.14335], [-3.17831, 0.09810, -0.65214], [2.77394, 0.43522, 0.26009], [0.91869, -1.60136, -0.82002], [2.05372, -3.70351, -0.93979], [-1.30006, 2.05740, -2.69438], [-2.04871, 4.18757, 2.79011], [-0.94663, 4.46374, 1.97235], [-0.73985, 2.11942, 1.42702], [1.51893, 1.79669, -2.98024], [1.59645, -2.60884, -0.21760], [1.93185, -2.52676, 1.25896], [1.75540, -3.81398, -2.28679], [-0.30165, 3.42970, 1.27799], [-1.83977, 1.82676, 2.22806], [0.62269, -1.68471, -2.14333], [1.74702, -0.94875, 3.69701], [-0.11549, -0.58241, -2.82635], [-2.50470, 2.86702, 2.91187], [-0.38937, -2.65210, 2.89525], [1.01498, -2.80297, -2.89231], [-1.23382, -0.05973, 0.37401], [1.29711, 1.86497, -4.05436], [-3.57177, 0.97978, -0.47619], [1.12333, -0.25981, 4.28433], [1.70390, 2.79914, -2.57098], [-3.01928, -0.50680, -1.91735], [0.17517, -0.51478, -3.88928], [-2.17969, 0.79220, 2.32722], [2.09603, -4.66772, -2.86602], [-2.23569, 0.06268, -0.09785], [-1.21292, 3.06956, -2.27951], [2.00620, -1.82747, 4.30416], [-0.84132, -3.21788, 2.07074], [-3.37001, 2.63619, 3.53073], [0.11841, -3.34190, 3.58496], [-2.95285, -1.91716, -2.81709], [0.55224, 3.66329, 0.63047], [-1.38016, -0.84850, -2.85347], [-0.58074, 5.49169, 1.87446], [-2.24667, 1.62320, -2.34757], [2.63405, -4.45667, -0.40048], [-1.29111, 2.10930, -3.79146], [2.65450, -0.41557, 3.38160], [2.95960, -2.14808, 1.40275], [-1.18353, -2.11279, 3.42797], [-2.55443, 4.99225, 3.32721], [1.87442, -3.52908, 1.71009], [0.74843, -2.82385, -3.94205], [2.41498, 1.18446, -2.81402]],
  "lowdin_charge": [1.257, 0.795, 0.779, -0.094, -0.238, 0.082, -0.153, -0.277, -0.020, -0.021, -0.220, -0.086, -0.090, -0.321, -0.247, -0.318, -0.279, -0.019, -0.168, -0.179, -0.307, -0.240, -0.312, -0.087, -0.235, -0.002, -0.080, 0.062, 0.085, 0.062, 0.056, 0.046, 0.101, 0.071, 0.124, -0.017, 0.059, 0.063, 0.060, 0.100, 0.064, 0.082, 0.080, 0.057, 0.105, 0.031, 0.129, 0.070, 0.052, 0.100, 0.056, 0.106, 0.102, 0.124, 0.050]
}



Entry 5:
{
  "formula": "C3HO3S",
  "method": "the ωB97M-V functional and the def2-TZVPD basis",
  "e_above_lowest_kj_mol": 51.8,
  "total_charge": -1,
  "fmax_ev_per_a": 5.05,
  "smiles": "O=c1oc([O-])cs1",
  "e_lumo_ev": 3.586,
  "elements": ["S", "O", "O", "O", "C", "C", "C", "H"],
  "positions_angstrom": [[0.05946, -1.63464, -0.13746], [-1.00835, 2.12619, -0.16814], [2.52797, -0.75825, 0.16311], [0.87543, 0.81672, 0.13542], [-1.23965, -0.39191, -0.29529], [-0.56410, 1.01555, -0.05021], [1.35146, -0.46886, 0.03966], [-2.00221, -0.70479, 0.31291]],
  "lowdin_charge": [0.857, 0.017, -0.036, -0.007, -0.409, -0.519, -0.841, -0.063]
}



Entry 6:
{
  "formula": "C3H4O3",
  "method": "the ωB97M-V functional and the def2-TZVPD basis",
  "e_above_lowest_kj_mol": 166.0,
  "total_charge": 0,
  "fmax_ev_per_a": 0.57,
  "smiles": "O=CC(=O)CO",
  "e_lumo_ev": -0.777,
  "elements": ["O", "O", "O", "C", "C", "C", "H", "H", "H", "H"],
  "positions_angstrom": [[1.70824, -0.03785, -0.65642], [-0.59018, 1.64909, 0.42352], [-1.54146, -1.51490, -0.57829], [0.88174, -0.25347, 0.47165], [-1.57563, -0.32031, -0.43005], [-0.43287, 0.46530, 0.21755], [1.32588, 0.13369, 1.39762], [0.72867, -1.33105, 0.55479], [-2.43772, 0.30823, -0.72798], [1.93334, 0.90129, -0.67240]],
  "lowdin_charge": [-0.032, 0.115, 0.093, -0.187, -0.157, -0.317, 0.131, 0.122, 0.133, 0.099]
}



| no. | orbital gap (eV) | E_tot (eV) |
| --- | --- | --- |
| 1 | 7.22 | -84450.234 |
| 2 | 7.94 | -33907.033 |
| 3 | 2.22 | -32637.814 |
| 4 | 6.84 | -49146.091 |
| 5 | 6.41 | -20105.632 |
| 6 | 9.16 | -9316.980 |